# 1
A structure of composition C2H2O2PSm at a distorted geometry, computed with wB97M-V/def2-TZVPD.

```
8
Properties=species:S:1:pos:R:3:forces:R:3
P -1.7805 1.1736 1.2618 3.89 -0.91 -2.56
O -1.7461 -0.2805 1.7742 -1.13 2.74 -0.07
O -0.3203 1.2790 0.1426 -4.00 0.13 2.19
C 0.5763 0.2333 0.0182 -0.21 -1.31 1.49
C 1.0591 -0.1208 -1.1796 -0.29 0.70 -0.04
Sm -0.4213 -1.8921 1.2624 1.82 -1.10 -0.79
H 1.9679 -0.7278 -1.1850 -0.56 -0.16 -0.28
H 0.6649 0.3354 -2.0947 0.48 -0.10 0.05
```
Forces are in eV/Å.

Output
Max |F| ... 4.7 eV/A
Net charge ... +1
DFT total energy ... -1226.889680 Ha
Relative energy (zero: lowest compared OMol25 entry of this formula, charge and spin) ... 90.6 kJ/mol
2S+1 ... 7
Orbital gap (alpha / beta) ... 0.228 / 0.227 Eh

=====

# 2
A structure of composition C36H36N8O2SY, computed with wB97M-V/def2-TZVPD.

```
84
Properties=species:S:1:pos:R:3:forces:R:3
Y -0.0922 -0.3560 -0.1546 -0.34 0.41 -0.16
C 0.8160 4.4193 -0.7034 -0.04 0.01 -0.02
C 0.6817 3.0013 -1.1701 0.00 0.08 -0.03
O 0.0075 2.2056 -0.5532 0.02 -0.08 0.02
C 1.4603 2.6445 -2.4259 -0.02 -0.09 0.04
C 1.4599 1.1652 -2.6749 0.10 0.04 0.04
C 2.7613 0.4227 -2.6446 -0.05 -0.09 0.03
N 0.3821 0.5231 -2.9108 0.06 -0.05 -0.04
N -0.7338 1.2965 -3.1955 0.10 0.09 -0.16
C -1.7764 0.9834 -2.5030 -0.32 -0.15 0.24
O -1.8199 0.1695 -1.5022 0.16 0.00 -0.14
C -3.0565 1.6641 -2.8794 -0.02 0.01 0.05
C -4.1493 1.5690 -2.0249 0.00 0.02 -0.02
C -5.3492 2.1894 -2.3457 0.00 0.00 0.01
C -5.4678 2.9089 -3.5258 0.01 0.00 0.00
C -4.3776 3.0072 -4.3829 -0.01 0.01 0.00
C -3.1793 2.3905 -4.0612 0.01 0.00 -0.02
H 1.8313 4.5209 -0.3091 0.01 0.00 -0.02
H 0.0893 4.6311 0.0772 -0.01 -0.01 -0.01
H 0.6965 5.1130 -1.5375 0.04 0.01 0.01
H 0.9622 3.1684 -3.2488 -0.03 -0.01 0.00
H 3.2825 0.5798 -3.5948 0.00 0.03 0.00
H 2.5793 -0.6461 -2.5261 0.00 0.01 -0.01
H 3.4035 0.7815 -1.8431 0.02 0.03 -0.01
H -4.0353 1.0080 -1.1074 0.00 -0.01 0.01
H -6.1924 2.1125 -1.6701 0.00 0.00 0.00
H -6.4040 3.3921 -3.7781 0.00 0.00 0.00
H -4.4647 3.5666 -5.3068 0.00 0.00 0.00
H -2.3216 2.4575 -4.7171 0.00 0.00 0.00
C -1.8163 -3.5279 0.5704 -0.02 0.00 0.00
N -1.9571 -2.1062 0.8732 0.06 0.00 0.05
C -3.2620 -1.6566 0.3829 0.01 0.05 -0.01
C -1.8792 -1.9260 2.3335 -0.06 -0.05 -0.01
C -1.9170 -0.4715 2.7327 0.04 -0.01 -0.10
C -2.6060 -0.0988 3.8817 -0.02 0.03 0.06
C -2.6493 1.2354 4.2672 0.02 0.00 -0.03
C -2.0224 2.1853 3.4711 -0.06 -0.08 0.00
C -1.3539 1.7889 2.3156 0.14 -0.14 0.02
C -1.2451 0.4463 1.9076 -0.07 0.18 0.07
H -2.6191 -4.1073 1.0540 0.00 0.00 0.00
H -0.8579 -3.8953 0.9335 0.01 0.00 0.00
H -1.8610 -3.6857 -0.5057 0.02 0.00 -0.01
H -4.0730 -2.2416 0.8449 0.01 -0.01 0.02
H -3.3002 -1.7681 -0.6993 -0.01 0.00 0.01
H -3.3984 -0.6044 0.6222 -0.01 0.00 0.00
H -0.9424 -2.3864 2.6629 0.00 0.01 0.01
H -2.6996 -2.4843 2.8174 0.01 0.00 0.00
H -3.1167 -0.8510 4.4778 0.00 0.01 0.00
H -3.1801 1.5302 5.1653 0.00 -0.01 0.00
H -2.0641 3.2347 3.7445 0.00 0.00 0.01
H -0.8870 2.5612 1.7115 0.02 -0.01 0.00
S 2.8148 -4.0919 1.4525 0.02 -0.02 0.02
C 2.7103 -3.0019 2.7981 -0.01 0.02 0.01
C 3.3519 -3.0594 4.0310 0.01 -0.01 -0.01
C 3.1018 -2.0489 4.9397 0.00 0.02 0.01
C 2.2303 -0.9997 4.6261 0.02 -0.02 0.01
C 1.5931 -0.9410 3.4035 -0.01 0.00 -0.01
C 1.8350 -1.9579 2.4799 0.01 -0.05 0.00
N 1.2666 -2.0501 1.2176 -0.03 -0.07 -0.04
C 1.6853 -3.0943 0.5658 -0.03 0.03 -0.03
C 1.2431 -3.4138 -0.8002 -0.04 0.04 0.05
C 1.6087 -4.6263 -1.3938 0.02 0.00 0.03
C 1.1424 -4.9275 -2.6592 -0.01 0.01 -0.02
C 0.3294 -4.0064 -3.3174 0.01 0.00 0.00
C -0.0036 -2.8016 -2.7122 -0.01 0.02 0.02
C 0.4234 -2.4533 -1.4219 0.17 -0.07 0.05
H 4.0297 -3.8685 4.2708 0.00 0.00 -0.01
H 3.5912 -2.0677 5.9053 0.00 0.00 0.00
H 2.0562 -0.2175 5.3534 -0.01 0.01 -0.01
H 0.9180 -0.1348 3.1447 0.01 0.00 0.01
H 2.2458 -5.3360 -0.8739 0.00 0.00 0.00
H 1.4101 -5.8647 -3.1320 0.00 0.00 0.00
H -0.0374 -4.2320 -4.3136 0.01 -0.01 0.00
H -0.6139 -2.0947 -3.2667 0.00 0.00 0.00
N 5.8682 3.0244 1.2229 -0.05 -0.02 0.00
C 4.6685 2.6511 0.6084 0.11 0.06 0.05
N 4.1033 3.3397 -0.3268 -0.07 0.01 -0.06
N 4.1752 1.4991 1.1467 0.08 -0.03 0.06
C 3.0308 1.0790 0.7489 -0.11 0.03 -0.07
N 2.0016 0.6238 0.4334 0.14 -0.13 0.04
H 6.5026 3.5462 0.6421 -0.01 0.00 -0.02
H 6.3020 2.2660 1.7243 0.00 -0.01 0.00
H 4.6582 4.1658 -0.5361 0.02 0.00 0.01
H 2.4720 3.0343 -2.3059 0.01 0.01 0.04
```
Forces are in eV/Å.

Output
Max |F| ... 0.6 eV/A
Net charge ... -1
DFT total energy ... -2418.700616 Ha
Relative energy (zero: lowest compared OMol25 entry of this formula, charge and spin) ... 19.0 kJ/mol
Orbital gap ... 0.274 Eh

=====

# 3
The molecule C3H5ClOS at a distorted geometry, computed with wB97M-V/def2-TZVPD.

```
11
Properties=species:S:1:pos:R:3:forces:R:3
O 0.7884 -0.6248 1.1968 1.53 -1.42 0.72
C 0.0216 -0.4100 0.0832 0.28 2.22 0.14
C 0.9051 0.0993 -1.0526 0.34 0.01 -0.45
S 2.5210 -0.1161 -1.1489 -1.23 0.08 0.28
C -1.1103 0.5243 0.5819 1.03 1.10 -0.73
Cl -2.3622 0.7150 -0.6677 -0.03 0.11 -0.15
H 1.5976 -1.1069 0.8762 -0.70 0.71 0.63
H -0.4621 -1.2775 -0.2615 -0.69 -1.54 -0.71
H 0.4020 0.5825 -1.8910 -0.11 -0.02 0.12
H -0.7096 1.5377 0.8546 -0.41 -1.02 -0.27
H -1.5916 0.0767 1.4289 -0.01 -0.23 0.42
```
Forces are in eV/Å.

Output
Max |F| ... 2.2 eV/A
Net charge ... 0
DFT total energy ... -1050.894208 Ha
Relative energy (zero: lowest compared OMol25 entry of this formula, charge and spin) ... 82.3 kJ/mol
SMILES ... O[C@H](C=S)CCl
Orbital gap ... 0.320 Eh

=====

# 4
A cluster of 2 separate species, C11H16INS in total at a distorted geometry, computed with wB97M-V/def2-TZVPD.

```
30
Properties=species:S:1:pos:R:3:forces:R:3
C -0.8633 -0.9401 -0.8303 -1.71 -0.23 0.34
C -0.2500 -1.6955 0.2426 -0.35 1.71 -1.32
C -0.9085 0.4060 -0.4884 -1.00 -0.84 -2.28
C 0.1658 -0.7018 1.0830 2.96 1.60 3.15
C -1.5466 1.5638 -1.2371 0.57 0.32 0.04
C -0.7861 2.8409 -0.8523 2.78 -0.39 -1.36
C -0.5659 2.9315 0.6509 -1.82 2.36 -0.33
C 0.1883 1.7830 1.1247 4.45 -0.48 3.62
C 1.6593 -0.7162 -2.0893 -0.35 0.93 0.44
C 1.6081 -3.3459 1.3281 1.08 1.36 -1.55
C 2.2964 -0.9120 -0.8048 0.28 0.04 -0.71
N -0.2594 0.5509 0.6532 -0.27 -1.85 0.18
S 0.1425 -3.3756 0.2530 0.16 -0.33 -0.24
I 3.6374 0.6455 -0.4036 0.36 0.48 0.14
H -1.3234 -1.2379 -1.7663 0.08 -0.57 0.31
H -1.5632 1.4655 -2.3464 0.19 -0.37 0.82
H -2.5765 1.6102 -0.9210 -0.56 0.21 0.12
H 0.2519 2.7729 -1.4015 -1.54 0.02 1.08
H -1.1614 3.7754 -1.2241 -0.80 0.23 -0.25
H 0.0682 3.8636 0.9109 -1.54 -1.26 -0.26
H -1.6931 2.9676 1.0302 2.48 0.11 0.07
H 1.3583 1.8113 0.8709 -2.34 0.58 0.13
H 0.2606 1.7128 2.2752 -0.47 0.30 -1.54
H 0.6584 -0.1421 -1.5896 1.75 -1.28 -1.01
H 1.3083 -1.7460 -2.3724 -0.03 1.24 -0.42
H 2.0921 0.0079 -2.8755 -0.64 -1.35 1.01
H 1.9898 -4.4050 1.2370 -0.51 1.18 1.26
H 1.2612 -2.7796 2.2307 0.77 -1.60 -0.09
H 2.4138 -2.6644 0.8265 -1.52 -1.19 0.75
H 1.0088 -0.5898 1.9480 -2.45 -0.90 -2.13
```
Forces are in eV/Å.

Output
Max |F| ... 5.8 eV/A
Net charge ... 0
DFT total energy ... -1179.171026 Ha
Orbital gap ... 0.284 Eh

=====

# 5
The molecule C2H3N3O at a distorted geometry, computed with wB97M-V/def2-TZVPD.

```
9
Properties=species:S:1:pos:R:3:forces:R:3
C 1.0278 1.0660 0.1666 0.14 0.10 0.05
C 0.7475 -1.1308 0.3073 -2.52 2.61 -0.54
N 1.5486 -0.2022 0.2273 0.40 -0.54 0.35
N -0.2653 1.1658 0.2327 -1.26 0.36 -0.30
N -0.8583 0.0481 0.4376 3.39 -2.54 0.22
O -2.1739 -0.1433 0.1687 -0.49 0.37 -0.01
H 1.6603 1.9253 0.1048 0.13 0.14 -0.08
H 0.6762 -2.1672 0.5012 -0.06 -0.59 0.33
H -2.3790 0.1836 -0.7209 0.28 0.09 -0.02
```
Forces are in eV/Å.

Output
Max |F| ... 4.2 eV/A
Net charge ... 0
DFT total energy ... -317.357516 Ha
Relative energy (zero: lowest compared OMol25 entry of this formula, charge and spin) ... 458.9 kJ/mol
Orbital gap ... 0.330 Eh

=====

# 6
A structure of composition C3H6MnO4 at a distorted geometry, computed with wB97M-V/def2-TZVPD.

```
14
Properties=species:S:1:pos:R:3:forces:R:3
O 1.7952 -0.6671 -0.1621 0.06 -1.38 0.23
C 0.4291 -0.6377 -0.5958 -1.30 -0.03 -0.52
C -0.4870 -0.5423 0.6159 -0.35 0.24 0.26
O -1.8537 -0.5181 0.1731 0.72 -1.41 0.11
C -2.4449 0.6294 -0.0083 -0.01 2.05 0.03
O -3.6524 0.6561 -0.3649 -0.15 -0.25 -0.05
O -1.9362 1.7517 0.1279 0.03 -0.75 -0.05
H 2.0479 -1.5485 0.1419 -0.13 -0.19 0.00
H 0.2184 -1.5410 -1.1792 0.09 0.22 0.09
H 0.3177 0.2350 -1.2486 0.02 -0.14 0.14
H -0.2664 0.3465 1.2194 -0.03 -0.11 -0.16
H -0.3957 -1.4336 1.2462 -0.06 0.16 -0.13
Mn 3.0032 0.8160 -0.0672 1.12 1.97 0.11
H 3.2248 2.4534 0.1017 0.01 -0.38 -0.05
```
Forces are in eV/Å.

Output
Max |F| ... 2.3 eV/A
Net charge ... +1
DFT total energy ... -1569.469875 Ha
Relative energy (zero: lowest compared OMol25 entry of this formula, charge and spin) ... 215.1 kJ/mol
2S+1 ... 7
Orbital gap (alpha / beta) ... 0.365 / 0.319 Eh

=====

# 7
A cluster of 2 separate species, C4H7ClN2 in total at a distorted geometry, computed with wB97M-V/def2-TZVPD.

```
14
Properties=species:S:1:pos:R:3:forces:R:3
C 2.5473 -1.0682 0.0696 -2.43 2.56 0.34
C -1.8065 0.1073 0.5314 -0.37 -1.25 0.38
C -0.3600 -0.3939 0.6379 1.90 -1.28 0.08
C 0.6705 0.5403 -0.0501 -1.65 -0.84 0.77
N 3.2752 -1.8575 -0.3277 1.09 -1.21 -0.49
N 0.4202 0.8487 -1.3145 0.64 -1.49 -1.66
Cl 0.9670 1.9446 0.8458 1.17 0.46 0.83
H -2.1775 1.1048 0.8426 1.04 -0.46 -0.08
H -2.3868 -0.6472 1.0969 0.08 0.48 -0.19
H -2.0479 -0.0765 -0.4936 -0.71 0.31 -0.74
H -0.0186 -0.5459 1.6742 -0.11 0.36 -0.36
H -0.2058 -1.4596 0.1958 -0.61 1.91 0.41
H 1.0630 1.4440 -1.8411 -0.35 -0.09 0.48
H 0.0601 0.0593 -1.8672 0.32 0.55 0.24
```
Forces are in eV/Å.

Output
Max |F| ... 3.5 eV/A
Net charge ... 0
DFT total energy ... -726.204405 Ha
Relative energy (zero: lowest compared OMol25 entry of this formula, charge and spin) ... 357.4 kJ/mol
Orbital gap ... 0.321 Eh

=====

# 8
A structure of composition C12H9P at a distorted geometry, computed with wB97M-V/def2-TZVPD.

```
22
Properties=species:S:1:pos:R:3:forces:R:3
C -0.6144 -2.5373 0.1731 -0.44 2.68 -0.69
C -1.8618 2.0264 0.1739 0.01 2.46 -1.46
C -1.6739 -1.7115 0.0009 -1.61 0.39 0.44
C -0.5312 2.3814 -0.0039 -0.34 1.60 1.52
C -2.3868 0.7240 -0.0658 3.24 -0.59 0.66
C 0.7574 -2.0987 0.1845 -0.64 -0.16 -0.54
C 1.7742 1.4575 0.2772 -1.27 -1.63 -1.43
C -1.4700 -0.3105 -0.1827 -0.20 0.63 -0.70
C 0.4452 1.3574 -0.1098 0.72 0.46 0.79
C 1.0053 -0.8784 -0.2614 4.02 1.40 0.88
C 2.5652 0.3208 0.0277 -2.63 -4.82 -0.44
C -0.0638 0.0212 -0.5904 0.56 2.77 -1.54
P 4.1365 -0.3471 0.1191 -0.39 1.87 0.19
H -0.7025 -3.5246 0.3621 -0.90 -3.09 0.70
H -2.6395 2.8404 0.3732 1.33 -1.12 -0.18
H -2.7534 -1.9181 0.1986 1.11 -0.73 -0.30
H -0.0999 3.4252 0.2216 -1.20 -1.62 -0.25
H -3.4101 0.6633 0.0512 -1.96 -0.91 0.29
H 1.3802 -2.8805 0.5432 1.27 0.07 0.20
H 2.2692 2.2823 0.6565 0.40 2.04 0.53
H -0.0134 0.3086 -1.7430 -0.54 -1.03 1.49
H 3.8874 -1.6018 -0.4058 -0.53 -0.67 -0.15
```
Forces are in eV/Å.

Output
Max |F| ... 5.5 eV/A
Net charge ... 0
DFT total energy ... -803.819549 Ha
Relative energy (zero: lowest compared OMol25 entry of this formula, charge and spin) ... 0.0 kJ/mol
Orbital gap (alpha / beta) ... 0.225 / 0.226 Eh